Entry 1:
The following is a quantum chemistry calculation of a structure of composition C28H22N3OPSSn, from the OMol25 dataset.

Element x y z (Å)
1 Sn 0.840 -0.867 -1.606
2 N -0.231 -5.168 -1.572
3 C -0.019 -5.192 -2.954
4 C -0.066 -6.220 -3.890
5 C 0.214 -5.870 -5.193
6 C 0.526 -4.547 -5.555
7 C 0.571 -3.538 -4.621
8 C 0.295 -3.883 -3.298
9 N 0.267 -3.103 -2.130
10 C -0.044 -3.912 -1.148
11 C -0.165 -3.389 0.202
12 C -0.519 -4.017 1.343
13 S -0.550 -2.901 2.634
14 C -0.086 -1.658 1.590
15 N 0.089 -2.034 0.348
16 H -0.479 -5.959 -1.000
17 H -0.307 -7.240 -3.616
18 H 0.190 -6.633 -5.961
19 H 0.735 -4.326 -6.594
20 H 0.806 -2.522 -4.898
21 H -0.764 -5.059 1.503
22 H 0.059 -0.643 1.931
23 O 0.534 1.101 -0.737
24 P 0.174 1.978 0.486
25 C 1.140 1.443 1.895
26 C 2.204 0.562 1.708
27 C 2.974 0.154 2.788
28 C 2.690 0.638 4.060
29 C 1.653 1.543 4.247
30 C 0.881 1.949 3.170
31 C -1.577 1.815 0.810
32 C -2.118 1.281 1.980
33 C -3.485 1.053 2.067
34 C -4.311 1.367 0.996
35 C -3.779 1.925 -0.164
36 C -2.414 2.146 -0.263
37 C 0.534 3.677 0.169
38 C -0.229 4.660 0.804
39 C 0.116 5.994 0.649
40 C 1.212 6.338 -0.133
41 C 1.968 5.356 -0.766
42 C 1.636 4.021 -0.613
43 H 2.457 0.222 0.722
44 H 3.808 -0.520 2.635
45 H 3.286 0.316 4.905
46 H 1.451 1.943 5.233
47 H 0.075 2.661 3.326
48 H -1.482 1.065 2.831
49 H -3.910 0.634 2.972
50 H -5.378 1.185 1.068
51 H -4.430 2.184 -0.990
52 H -1.995 2.571 -1.169
53 H -1.091 4.390 1.404
54 H -0.472 6.765 1.132
55 H 1.474 7.381 -0.260
56 H 2.817 5.634 -1.377
57 H 2.221 3.251 -1.104

## Properties
- Energy: -61855.1443 eV
- E_HOMO: -14.18 eV
- Gap between HOMO and LUMO: 0.2566 Ha
- Charge: +2
- Relative energy (zero: lowest compared OMol25 entry of this formula, charge and spin): 26.4 kcal per mole

---

Entry 2:
The following is a quantum chemistry calculation of a structure of composition C45H58BGeN6ORe, from the OMol25 dataset.

Element x y z (Å)
1 Re -0.372 -0.021 -0.950
2 C -1.043 -1.422 -5.571
3 C -0.754 -1.824 -4.173
4 C -0.129 -2.978 -3.733
5 C -0.078 -2.902 -2.336
6 N -0.643 -1.753 -1.972
7 N -1.054 -1.078 -3.084
8 B -2.130 0.041 -2.973
9 N -2.960 -0.286 -1.720
10 N -2.370 -0.317 -0.490
11 C -3.304 -0.652 0.415
12 C -4.505 -0.850 -0.267
13 C -4.257 -0.613 -1.609
14 C -5.196 -0.701 -2.750
15 C -3.165 -0.812 1.905
16 C -1.768 -0.504 2.430
17 C -3.514 -2.266 2.261
18 C -4.160 0.140 2.591
19 N -1.549 1.472 -2.719
20 N -1.239 1.851 -1.443
21 C -1.256 3.181 -1.359
22 C -1.566 3.678 -2.631
23 C -1.756 2.584 -3.458
24 C -2.102 2.581 -4.898
25 C -1.115 3.982 -0.094
26 C 0.115 4.899 -0.148
27 C -2.381 4.848 0.021
28 C -1.023 3.063 1.121
29 C 0.487 -3.912 -1.380
30 C -0.036 -5.304 -1.762
31 C 0.072 -3.596 0.058
32 C 2.017 -3.876 -1.493
33 H -0.690 -2.196 -6.246
34 H -0.539 -0.488 -5.821
35 H -2.111 -1.284 -5.734
36 H 0.244 -3.768 -4.348
37 H -2.791 0.060 -3.948
38 H -5.446 -1.134 0.157
39 H -6.177 -0.998 -2.394
40 H -4.857 -1.435 -3.480
41 H -5.284 0.258 -3.257
42 H -1.030 -1.172 1.986
43 H -1.769 -0.654 3.506
44 H -1.485 0.523 2.216
45 H -2.813 -2.951 1.791
46 H -4.521 -2.525 1.947
47 H -3.453 -2.399 3.338
48 H -3.927 1.175 2.352
49 H -4.101 0.017 3.669
50 H -5.181 -0.064 2.287
51 H -1.664 4.704 -2.917
52 H -2.136 3.604 -5.263
53 H -3.077 2.125 -5.068
54 H -1.370 2.024 -5.483
55 H 0.218 5.378 -1.119
56 H 1.024 4.349 0.082
57 H 0.005 5.679 0.600
58 H -2.409 5.607 -0.756
59 H -2.393 5.351 0.985
60 H -3.277 4.237 -0.055
61 H -0.132 2.437 1.072
62 H -1.897 2.416 1.165
63 H -0.985 3.662 2.026
64 H -1.123 -5.342 -1.716
65 H 0.357 -6.036 -1.062
66 H 0.275 -5.591 -2.762
67 H -1.011 -3.617 0.152
68 H 0.432 -2.612 0.361
69 H 0.490 -4.341 0.730
70 H 2.350 -4.117 -2.499
71 H 2.449 -4.598 -0.808
72 H 2.389 -2.888 -1.227
73 C 1.750 2.284 -2.181
74 C 1.257 0.975 -1.777
75 O 1.530 -0.137 -2.094
76 H 2.734 2.203 -2.646
77 H 1.783 2.956 -1.324
78 H 1.051 2.718 -2.903
79 C 0.472 -0.062 0.732
80 Ge 2.017 -0.093 1.929
81 C 2.087 -0.089 3.928
82 C 1.050 -0.100 4.842
83 C 1.334 -0.139 6.200
84 C 2.644 -0.159 6.645
85 C 3.683 -0.137 5.728
86 C 3.404 -0.104 4.376
87 C 3.030 -1.757 1.484
88 C 2.743 -2.869 2.266
89 C 3.524 -4.007 2.170
90 C 4.591 -4.042 1.288
91 C 4.867 -2.942 0.494
92 C 4.084 -1.802 0.586
93 C 2.773 1.680 1.392
94 C 2.430 2.761 2.196
95 C 2.985 4.007 1.962
96 C 3.898 4.179 0.935
97 C 4.244 3.104 0.133
98 C 3.673 1.860 0.355
99 H 0.025 -0.074 4.508
100 H 0.522 -0.156 6.910
101 H 2.858 -0.194 7.701
102 H 4.710 -0.148 6.062
103 H 4.217 -0.088 3.659
104 H 1.923 -2.834 2.970
105 H 3.306 -4.862 2.793
106 H 5.207 -4.925 1.220
107 H 5.699 -2.960 -0.194
108 H 4.315 -0.953 -0.040
109 H 1.743 2.617 3.016
110 H 2.718 4.839 2.595
111 H 4.347 5.145 0.766
112 H 4.972 3.229 -0.653
113 H 3.951 1.029 -0.275

## Properties
- Energy: -117904.0857 eV
- E_HOMO: -13.44 eV
- Gap between HOMO and LUMO: 0.2635 Ha
- Charge: +2
- Relative energy (zero: lowest compared OMol25 entry of this formula, charge and spin): 5.4 kcal per mole

---

Entry 3:
The following is a quantum chemistry calculation of the ion C4H4ClF2N2 with charge +1, from the OMol25 dataset.

Element x y z (Å)
1 F 2.847 -1.888 0.567
2 C 1.922 -1.126 0.233
3 N 0.498 -1.810 0.172
4 C -0.657 -0.993 0.038
5 F -1.012 -0.880 -1.273
6 Cl -2.094 -1.812 0.881
7 C -0.422 0.539 0.345
8 C 0.896 0.893 -0.178
9 N 1.906 0.120 -0.072
10 H 0.360 -2.763 -0.260
11 H -0.450 0.802 1.385
12 H -1.391 1.092 0.096
13 H 1.085 1.822 -0.755

## Properties
- Energy: -25140.6294 eV
- E_HOMO: -15.59 eV
- Gap between HOMO and LUMO: 0.3142 Ha
- Charge: +1
- Relative energy (zero: lowest compared OMol25 entry of this formula, charge and spin): 25.6 kcal per mole

---

Entry 4:
The following is a quantum chemistry calculation of a structure of composition C35H47ClMoN4O5PS, from the OMol25 dataset.

Element x y z (Å)
1 Mo -0.997 -0.153 0.467
2 C -0.335 1.121 2.147
3 C 0.551 2.164 1.608
4 C 0.043 3.111 0.715
5 C 0.865 4.077 0.164
6 C 2.208 4.124 0.505
7 C 2.713 3.231 1.434
8 C 1.892 2.266 1.985
9 H -1.234 1.589 2.572
10 H 0.175 0.561 2.944
11 H -1.016 3.090 0.494
12 H 0.456 4.809 -0.518
13 H 2.852 4.877 0.077
14 H 3.744 3.306 1.748
15 H 2.271 1.604 2.752
16 C 4.161 -1.606 1.757
17 N 2.791 -1.810 1.380
18 C 2.153 -3.009 1.293
19 C 0.873 -2.743 0.911
20 N 0.720 -1.388 0.759
21 C 1.904 -0.863 1.049
22 H 4.417 -2.283 2.570
23 H 4.295 -0.579 2.087
24 H 4.828 -1.798 0.914
25 H 2.644 -3.937 1.504
26 H 0.077 -3.441 0.744
27 H 2.132 0.185 1.011
28 C -2.209 3.127 -2.265
29 O -1.200 2.120 -2.282
30 P -1.395 0.600 -1.841
31 O -0.524 -0.221 -2.909
32 C -0.577 0.042 -4.311
33 O -2.905 0.428 -2.377
34 C -3.575 -0.825 -2.471
35 H -2.088 3.718 -3.175
36 H -2.077 3.768 -1.394
37 H -3.200 2.678 -2.253
38 H -0.552 1.116 -4.497
39 H -1.478 -0.386 -4.755
40 H 0.306 -0.424 -4.744
41 H -4.395 -0.669 -3.173
42 H -3.974 -1.123 -1.501
43 H -2.902 -1.595 -2.851
44 C -1.668 -4.382 5.733
45 C -2.038 -3.068 5.974
46 C -2.177 -2.183 4.925
47 C -1.967 -2.588 3.599
48 C -1.591 -3.919 3.376
49 C -1.452 -4.800 4.428
50 C -2.081 -1.593 2.550
51 C -2.071 -1.738 1.193
52 C -2.435 -2.916 0.434
53 C -3.429 -3.805 0.865
54 C -3.795 -4.885 0.084
55 C -3.189 -5.103 -1.143
56 C -2.228 -4.213 -1.603
57 C -1.860 -3.131 -0.827
58 H -1.544 -5.074 6.550
59 H -2.220 -2.735 6.985
60 H -2.463 -1.159 5.122
61 H -1.408 -4.268 2.372
62 H -1.176 -5.824 4.230
63 H -2.208 -0.578 2.934
64 H -3.909 -3.639 1.816
65 H -4.558 -5.561 0.439
66 H -3.469 -5.955 -1.744
67 H -1.766 -4.365 -2.569
68 H -1.104 -2.430 -1.191
69 C 5.332 2.911 -1.634
70 N 4.390 1.814 -1.734
71 C 4.752 0.662 -0.948
72 C 3.105 1.979 -2.139
73 S 1.881 1.043 -1.468
74 N 2.860 2.881 -3.113
75 C 3.808 3.207 -4.159
76 C 1.528 3.363 -3.379
77 H 5.655 3.017 -0.595
78 H 4.868 3.844 -1.939
79 H 6.220 2.725 -2.246
80 H 5.788 0.401 -1.169
81 H 4.100 -0.168 -1.214
82 H 4.657 0.867 0.122
83 H 4.680 2.558 -4.116
84 H 4.121 4.252 -4.099
85 H 3.322 3.066 -5.129
86 H 0.866 3.080 -2.566
87 H 1.139 2.953 -4.316
88 H 1.555 4.450 -3.468
89 Cl -4.161 2.465 2.706
90 C -4.599 2.236 0.994
91 C -3.758 1.030 0.562
92 O -4.221 -0.093 0.501
93 O -2.532 1.321 0.346
94 H -4.315 3.142 0.459
95 H -5.670 2.046 0.935

## Properties
- Energy: -87752.7071 eV
- E_HOMO (spin up / spin down): -9.82 / -10.01 eV
- Gap between HOMO and LUMO (spin up / spin down): 0.2379 / 0.2559 Ha
- Spin multiplicity: 3
- Charge: +1
- Relative energy (zero: lowest compared OMol25 entry of this formula, charge and spin): 18.4 kcal per mole

---

Entry 5:
The following is a quantum chemistry calculation of a structure of composition C12H28BCs2O6S3, from the OMol25 dataset.

Element x y z (Å)
1 Cs 0.167 -0.094 5.954
2 Cs 3.384 1.902 3.818
3 B 0.791 0.062 2.719
4 H 1.522 -0.058 3.503
5 H 0.717 1.077 2.360
6 H 1.094 -0.629 1.948
7 H -0.171 -0.147 3.160
8 C 1.292 -2.263 -0.696
9 C 2.685 -2.669 -0.066
10 C 2.368 -3.928 0.771
11 S 1.152 -4.998 -0.187
12 O 0.089 -5.332 0.766
13 O 1.853 -6.043 -0.976
14 C 0.640 -3.546 -1.244
15 H 1.490 -1.521 -1.469
16 H 0.662 -1.695 -0.012
17 H 3.168 -1.912 0.551
18 H 3.356 -2.893 -0.896
19 H 1.843 -3.622 1.676
20 H 3.245 -4.457 1.145
21 H -0.436 -3.553 -1.412
22 H 1.119 -3.663 -2.216
23 C 2.417 3.549 -0.760
24 C 1.880 2.221 -0.217
25 C 0.525 1.985 -1.035
26 S -0.185 3.772 -1.139
27 O -1.211 3.939 -0.064
28 O -0.476 4.077 -2.523
29 C 1.264 4.573 -0.536
30 H 2.579 3.476 -1.836
31 H 3.402 3.776 -0.350
32 H 1.480 2.265 0.796
33 H 2.580 1.402 -0.055
34 H -0.289 1.307 -0.778
35 H 0.784 1.657 -2.041
36 H 1.217 4.631 0.551
37 H 1.336 5.594 -0.913
38 C -3.584 0.684 0.511
39 C -2.623 -0.492 0.464
40 C -2.891 -1.202 -0.857
41 S -3.358 0.097 -2.071
42 O -4.548 -0.416 -2.771
43 O -2.190 0.626 -2.791
44 C -3.883 1.382 -0.849
45 H -3.288 1.394 1.283
46 H -4.588 0.451 0.864
47 H -2.735 -1.082 1.373
48 H -1.633 -0.092 0.684
49 H -3.822 -1.743 -0.686
50 H -2.097 -1.789 -1.317
51 H -4.892 1.741 -1.053
52 H -3.200 2.199 -1.081

## Properties
- Energy: -59450.5658 eV
- E_HOMO: -11.62 eV
- Gap between HOMO and LUMO: 0.2693 Ha
- Charge: +1
- Relative energy (zero: lowest compared OMol25 entry of this formula, charge and spin): 98.9 kcal per mole

---

Entry 6:
The following is a quantum chemistry calculation of a structure of composition C23H27BN6Rh, from the OMol25 dataset.

Element x y z (Å)
1 Rh 0.100 0.056 -0.043
2 C -3.060 -1.087 -1.111
3 C -2.660 -1.374 0.298
4 C -3.359 -2.042 1.306
5 C -2.534 -2.030 2.420
6 C -2.768 -2.597 3.778
7 N -1.406 -1.385 2.075
8 N -1.481 -0.987 0.787
9 B -0.131 -1.026 2.834
10 N 1.065 -1.611 2.051
11 N 1.241 -1.282 0.743
12 C 2.290 -1.968 0.257
13 C 2.772 -1.895 -1.149
14 C 2.789 -2.756 1.291
15 C 1.998 -2.509 2.398
16 C 2.079 -3.095 3.765
17 N 0.028 0.510 2.769
18 N 0.060 1.125 1.559
19 C 0.168 2.452 1.742
20 C 0.208 3.450 0.638
21 C 0.193 2.682 3.115
22 C 0.105 1.444 3.728
23 C 0.071 1.107 5.179
24 H -4.056 -1.479 -1.305
25 H -2.374 -1.552 -1.821
26 H -3.079 -0.014 -1.307
27 H -4.340 -2.479 1.232
28 H -3.746 -3.069 3.810
29 H -2.735 -1.821 4.542
30 H -2.016 -3.345 4.030
31 H -0.169 -1.423 3.956
32 H 2.089 -1.343 -1.787
33 H 2.894 -2.902 -1.547
34 H 3.741 -1.396 -1.192
35 H 3.624 -3.433 1.231
36 H 2.946 -3.748 3.830
37 H 1.189 -3.682 3.995
38 H 2.172 -2.318 4.524
39 H 0.019 2.996 -0.330
40 H 1.187 3.927 0.593
41 H -0.535 4.227 0.816
42 H 0.258 3.639 3.603
43 H 0.187 2.016 5.765
44 H 0.873 0.419 5.443
45 H -0.875 0.640 5.452
46 C 1.442 1.047 -1.109
47 C 2.462 1.632 -1.436
48 C 3.599 2.362 -1.909
49 C 4.359 3.115 -1.010
50 C 5.460 3.824 -1.461
51 C 5.807 3.789 -2.805
52 C 5.056 3.040 -3.701
53 C 3.956 2.325 -3.258
54 H 4.083 3.133 0.036
55 H 6.048 4.406 -0.764
56 H 6.665 4.347 -3.155
57 H 5.329 3.012 -4.747
58 H 3.363 1.740 -3.949

## Properties
- Energy: -36909.1230 eV
- E_HOMO: -10.87 eV
- Gap between HOMO and LUMO: 0.2303 Ha
- Charge: +1
- Relative energy (zero: lowest compared OMol25 entry of this formula, charge and spin): 0.0 kcal per mole

---

> The lowest energy belongs to which entry?

C45H58BGeN6ORe